No. 1
2 unconnected molecules or ions with the total composition C2H6NO3, computed with ωB97M-V/def2-TZVPD.

Net charge   -1
Spin multiplicity   1

```
12
C2H6NO3 ωB97M-V/def2-TZVPD
O -1.435 1.259 -0.327
C -0.561 0.440 0.015
O -0.555 -0.255 1.067
C 0.727 0.412 -0.842
N 0.585 0.795 -2.232
H 1.124 -0.578 -0.748
H 1.406 1.045 -0.262
H 0.033 0.070 -2.668
H 0.059 1.658 -2.289
H 0.470 -2.749 1.573
H 0.512 -1.299 1.581
O 0.876 -2.076 2.139
```

natural (NBO) population analysis, charges in e, atoms 1 to 2: atom 1 (O): -0.77, atom 2 (C): 0.75

No. 2
2 unconnected molecules or ions with the total composition C2H6NO3, computed with ωB97M-V/def2-TZVPD.

Spin multiplicity   2

```
12
C2H6NO3 ωB97M-V/def2-TZVPD
C -1.126 0.670 -0.440
N 0.233 0.142 -0.481
C 1.225 1.134 -0.580
O 2.262 0.802 -1.186
O 1.059 2.299 -0.213
H -1.697 0.608 -1.366
H -1.204 1.683 -0.057
H -1.754 0.100 0.248
H 0.264 -0.680 -1.061
H 0.412 -2.134 0.978
H 0.232 -1.981 2.416
O 0.095 -2.642 1.741
```

natural (NBO) population analysis, charges in e, atoms 1 to 2: atom 1 (C): -0.44, atom 2 (N): -0.67

No. 3
2 unconnected molecules or ions with the total composition C2H6NO3S, computed with ωB97M-V/def2-TZVPD.

Net charge   -1
Spin multiplicity   1

```
13
C2H6NO3S ωB97M-V/def2-TZVPD
C -0.590 -1.324 0.011
C -1.229 1.614 -0.668
N -0.085 -0.038 0.148
O 1.814 1.408 0.214
O 2.316 -1.089 1.022
O -2.407 1.331 -0.580
S 1.484 0.030 -0.213
H -0.602 -1.810 1.042
H -1.581 -1.487 -0.416
H 0.036 -1.902 -0.612
H -0.829 1.700 -1.801
H -0.686 2.229 0.029
H 2.359 -0.663 1.825
```

natural (NBO) population analysis, charges in e, atoms 1 to 2: atom 1 (C): -0.42, atom 2 (C): 0.29

No. 4
2 unconnected molecules or ions with the total composition C2H6NP, computed with ωB97M-V/def2-TZVPD.

Spin multiplicity   1

```
10
C2H6NP ωB97M-V/def2-TZVPD
C 0.802 0.770 0.589
C -0.036 -0.873 -1.143
N -2.033 -1.366 0.521
P -0.502 -1.760 0.321
H 1.713 0.356 0.477
H 0.476 1.694 0.003
H 0.214 0.596 1.408
H 0.995 -0.956 -1.528
H -0.819 -0.697 -1.787
H -2.381 -1.942 1.337
```

natural (NBO) population analysis, charges in e, atoms 1 to 2: atom 1 (C): -0.46, atom 2 (C): -0.71

No. 5
2 unconnected molecules or ions with the total composition C2H6NP, computed with ωB97M-V/def2-TZVPD.

Spin multiplicity   1

```
10
C2H6NP ωB97M-V/def2-TZVPD
C 0.722 -0.054 0.212
C -1.241 0.318 -1.199
N -0.025 0.680 -0.410
P 1.922 -0.251 1.404
H 0.116 -1.855 -0.078
H -1.961 0.947 -0.720
H -1.306 -0.696 -1.057
H -1.062 0.581 -2.286
H 0.974 -0.857 2.284
H 1.862 1.186 1.850
```

natural (NBO) population analysis, charges in e, atoms 1 to 2: atom 1 (C): 0.02, atom 2 (C): -0.41

No. 6
2 unconnected molecules or ions with the total composition C2H6NP, computed with ωB97M-V/def2-TZVPD.

Spin multiplicity   1

```
10
C2H6NP ωB97M-V/def2-TZVPD
C 0.658 -0.002 -0.296
C 1.357 0.459 0.862
N 0.924 -0.293 -1.471
P -2.403 0.109 0.160
H 1.219 1.599 0.733
H 2.457 0.159 0.888
H 0.815 0.069 1.731
H 0.368 -0.533 -2.196
H -2.348 -1.176 0.699
H -3.047 -0.390 -1.110
```

natural (NBO) population analysis, charges in e, atoms 1 to 2: atom 1 (C): 0.40, atom 2 (C): -0.75

No. 7
3 unconnected molecules or ions with the total composition C2H6NP, computed with ωB97M-V/def2-TZVPD.

Spin multiplicity   1
SMILES   [H][H].C#N.C=P

```
10
C2H6NP ωB97M-V/def2-TZVPD
H 0.108 1.846 -2.435
H 0.677 1.477 -2.795
C 1.146 -1.596 -0.767
N 0.142 -1.064 -0.797
H 2.113 -2.010 -0.595
C -0.718 0.583 0.964
P -0.816 -0.855 1.779
H -1.113 1.414 1.585
H -0.434 0.705 -0.039
H -1.105 -0.500 3.100
```

natural (NBO) population analysis, charges in e, atoms 1 to 2: atom 1 (H): 0.00, atom 2 (H): 0.00

No. 8
A gas-phase ion, C2H6NS (charge -1), computed with ωB97M-V/def2-TZVPD.

Net charge   -1
Spin multiplicity   1
SMILES   NCC[S-]

```
10
C2H6NS ωB97M-V/def2-TZVPD
N -0.109 1.852 -0.463
C 0.587 0.681 -1.046
C -0.081 -0.646 -0.651
S -0.148 -0.993 1.156
H -1.091 1.668 -0.668
H -0.130 1.603 0.527
H 1.626 0.619 -0.711
H 0.576 0.767 -2.136
H -1.119 -0.589 -1.007
H 0.413 -1.491 -1.137
```

natural (NBO) population analysis, charges in e, atoms 1 to 2: atom 1 (N): -0.85, atom 2 (C): -0.23

No. 9
A gas-phase ion, C2H6NS (charge +1), computed with ωB97M-V/def2-TZVPD.

Net charge   +1
Spin multiplicity   1
SMILES   [NH3+]CC=S

```
10
C2H6NS ωB97M-V/def2-TZVPD
N -0.551 0.640 0.854
C 0.128 0.582 -0.426
C 0.459 -1.154 -0.822
S 0.322 -2.286 0.326
H 0.107 0.726 1.731
H -0.866 -0.319 0.991
H -1.264 1.444 1.038
H 1.126 0.924 -0.593
H -0.447 0.743 -1.279
H 0.986 -1.298 -1.820
```

natural (NBO) population analysis, charges in e, atoms 1 to 2: atom 1 (N): -0.73, atom 2 (C): -0.29

No. 10
A gas-phase ion, C2H6NS (charge +1), computed with ωB97M-V/def2-TZVPD.

Net charge   +1
Spin multiplicity   1

```
10
C2H6NS ωB97M-V/def2-TZVPD
C -0.021 1.152 0.023
C 0.122 -1.163 0.810
N -0.070 -0.015 -0.892
S -0.685 0.152 1.424
H 0.975 1.673 0.200
H -0.710 2.032 -0.167
H -0.346 -2.177 0.700
H 1.165 -1.221 0.738
H -1.075 -0.168 -1.176
H 0.644 -0.264 -1.660
```

natural (NBO) population analysis, charges in e, atoms 1 to 2: atom 1 (C): -0.36, atom 2 (C): -0.22

It is found that the largest force on an atom values, taken in the order of the records, are 0.0253 0.0642 0.0791 0.1080 0.1075 0.1092 0.0734 0.0134 0.1003 0.0662 Eh/bohr.
It is found that the energy above the lowest of the compared OMol25 structures with the same formula, charge and spin values, taken in the order of the records, are 8.6 2.3 75.3 67.2 73.8 62.4 55.9 1.6 27.4 45.6 kcal per mole.